Here is 8 unconnected molecules or ions with the total composition C34H60B2NO28P at a distorted geometry from the Open Molecules 2025 dataset. Energies are from wB97M-V/def2-TZVPD.

```
126
Properties=species:S:1:pos:R:3:forces:R:3
C 0.938 4.414 1.004 -0.1116 -0.7836 -0.1906
C -0.114 3.172 0.929 0.2295 0.8411 -0.5881
O 0.437 2.053 1.697 -2.4090 -1.4993 -0.4392
B -0.456 0.905 1.732 -0.1494 1.0625 1.5291
O -1.248 0.684 2.965 2.9803 -0.9490 -1.9270
C -0.641 -0.208 0.554 0.3064 -0.9152 -0.4203
O -1.310 0.325 -0.651 0.5755 -1.9004 0.4326
C -1.217 -0.737 -1.642 -0.9666 -1.2268 -1.4257
C -2.556 -0.946 -2.527 1.1764 0.8402 -1.4236
C -3.269 0.446 -2.976 -0.8494 -0.5893 0.3793
C -4.113 1.184 -1.828 -0.8968 0.7805 -0.1362
C -5.699 0.785 -1.821 -0.0779 -0.1721 0.9175
C -6.678 2.072 -1.692 0.3975 -0.4652 0.3659
C -6.173 3.134 -0.548 1.0370 0.2462 -1.7205
N -7.285 3.929 0.063 0.3572 -1.1453 -0.7255
O -3.473 -1.953 -2.044 0.8353 1.4060 0.7733
C -3.758 -1.892 -0.638 -1.2674 -1.1884 1.6501
C -3.230 -3.199 0.202 -0.4894 -0.1718 0.1388
B -4.287 -3.300 1.472 -0.5974 -0.1062 1.2173
O -4.075 -2.667 2.760 -0.8790 0.0752 -2.7938
O -5.561 -4.034 1.301 1.0892 2.6552 -0.6099
P 0.348 -0.299 -2.693 1.6239 -0.2393 0.5536
C -0.134 0.267 -4.435 -0.1155 -0.1270 -1.0846
O 1.285 -1.772 -2.840 -2.2409 1.2269 -1.0873
H 1.994 3.943 1.117 -1.8020 0.8758 -0.2851
H 0.751 5.113 1.909 0.2160 -1.2030 -1.6169
H 0.890 4.990 -0.002 0.1059 -0.8250 1.8999
H -1.135 3.436 1.385 1.4538 -0.1270 -0.7451
H -0.267 2.834 -0.171 0.2709 0.6149 1.7923
H -0.894 -0.196 3.285 -1.2005 1.0782 -0.3046
H -1.275 -1.112 0.930 1.0413 1.5365 -0.4791
H 0.371 -0.644 0.191 -1.3143 0.7655 0.8197
H -0.969 -1.779 -1.184 -0.4579 1.8151 -0.5701
H -2.160 -1.383 -3.537 -0.7195 0.4769 1.8243
H -2.547 1.206 -3.438 -0.7625 -1.4128 0.7759
H -4.023 0.144 -3.812 1.2927 0.5745 1.3408
H -3.743 1.032 -0.755 -0.1297 0.1476 -1.8043
H -4.024 2.327 -2.033 -0.2191 -1.9399 0.3398
H -5.905 0.142 -0.871 0.4279 0.9813 -1.6235
H -5.958 0.100 -2.719 0.3399 1.3161 1.3338
H -7.733 1.726 -1.337 1.6692 0.4934 -0.9429
H -6.726 2.584 -2.737 -0.1892 -0.6902 1.9159
H -5.508 3.893 -1.132 -0.9893 -1.2391 1.2061
H -5.473 2.635 0.224 -1.4513 0.7458 -1.0297
H -7.947 4.111 -0.724 0.4332 -0.1844 1.2199
H -7.735 3.347 0.788 0.0345 0.5451 -0.7245
H -4.919 -1.938 -0.527 1.8495 0.2573 -0.4102
H -3.434 -0.950 -0.077 -0.1841 -1.2072 -1.1423
H -2.136 -3.107 0.533 -1.5594 -0.0844 -0.5832
H -3.379 -4.176 -0.396 0.3471 1.7299 0.6052
H -4.776 -1.951 2.798 0.8619 -1.0502 0.3458
H -6.204 -3.368 0.922 0.7864 -1.2256 0.5553
H -0.548 1.350 -4.342 0.6047 -1.9989 -0.1482
H -0.863 -0.426 -4.998 0.8651 1.1904 0.7961
H 0.816 0.333 -5.102 -1.4502 -0.1450 1.4053
H 0.910 -2.346 -3.552 0.3755 0.1891 0.7076
C 4.689 2.304 3.027 -0.7713 -0.4666 0.5280
C 5.628 1.655 2.058 -0.0080 -0.9856 -0.1365
O 6.265 2.762 1.440 0.0018 0.7516 0.2777
C 6.176 3.812 2.304 0.7178 1.5165 -0.0455
O 6.761 4.860 2.167 -0.8036 -1.5432 0.1579
O 5.345 3.523 3.344 0.6416 0.3123 -0.6210
H 4.535 1.702 3.924 0.0262 0.2397 -0.0579
H 3.716 2.531 2.581 0.0498 -0.0027 -0.0139
H 6.386 1.043 2.555 -0.0921 0.0645 -0.0488
H 5.107 1.043 1.319 0.1864 0.1503 -0.0482
C 8.462 1.097 0.012 -0.4074 1.0965 -0.2475
C 9.578 0.580 -0.842 0.2357 0.4262 -0.8552
O 10.165 -0.426 -0.028 -0.4072 -0.4591 0.7001
C 9.210 -0.840 0.849 0.1359 -1.0329 0.8354
O 9.318 -1.803 1.572 -0.2171 1.2054 -0.9767
O 8.117 -0.031 0.805 0.5830 -0.7564 0.1389
H 7.607 1.433 -0.576 0.0671 -0.1874 0.2128
H 8.781 1.909 0.672 -0.0114 -0.1030 -0.0235
H 9.219 0.121 -1.767 0.0144 0.0690 0.1022
H 10.307 1.354 -1.089 0.0451 -0.2159 0.1305
C -0.600 2.526 5.269 -0.3530 -0.8526 -0.3493
C 0.597 3.340 4.901 0.9469 -0.3127 -0.4589
O 0.167 4.671 5.145 -0.6465 0.1511 0.4651
C -0.842 4.604 6.059 -0.7034 1.2860 0.8169
O -1.323 5.563 6.616 0.6962 -1.3791 -0.8214
O -1.239 3.317 6.261 0.2604 0.9005 0.1350
H -0.331 1.547 5.669 -0.1632 0.1484 0.0702
H -1.284 2.392 4.428 0.1150 0.0102 0.1838
H 1.462 3.124 5.536 -0.0585 0.0360 -0.0007
H 0.881 3.207 3.855 -0.0646 0.1579 0.1166
C -1.597 -3.172 -7.728 -0.0841 0.1572 -0.9438
C -2.721 -3.274 -6.743 -0.9115 0.1747 -0.1603
O -2.120 -3.931 -5.638 0.8715 0.0169 0.0635
C -0.781 -3.697 -5.712 0.8421 -0.3563 1.0448
O 0.009 -3.968 -4.838 -1.0187 0.5440 -1.1094
O -0.447 -3.116 -6.898 -0.0449 -0.2456 0.7751
H -1.669 -2.279 -8.352 0.1979 -0.0783 0.1334
H -1.525 -4.052 -8.374 0.0035 0.0480 0.0726
H -3.083 -2.294 -6.417 0.0422 -0.0585 -0.0009
H -3.563 -3.853 -7.128 0.1195 -0.0248 0.2232
C 4.257 -3.192 3.644 -0.1665 -0.8579 -0.2606
C 5.454 -2.371 3.278 0.8785 -0.3990 -0.4939
O 5.020 -1.042 3.528 -0.6929 0.1512 0.4903
C 4.010 -1.115 4.439 -0.6408 1.1255 0.7838
O 3.526 -0.160 4.998 0.6489 -1.3277 -0.8270
O 3.618 -2.403 4.637 0.1588 0.8112 0.0321
H 4.528 -4.172 4.043 -0.1468 0.1741 0.1008
H 3.569 -3.328 2.804 0.0361 0.0358 0.0537
H 6.320 -2.585 3.912 -0.0734 0.0451 -0.0532
H 5.742 -2.495 2.232 0.0003 0.2425 0.1258
C 6.435 -3.482 -1.881 -0.4627 -0.8061 0.2311
C 7.650 -3.343 -2.746 0.5912 -0.7370 -0.2896
O 7.599 -1.985 -3.156 -0.4126 0.5350 0.4341
C 6.866 -1.313 -2.226 -0.2744 1.5078 0.0779
O 6.766 -0.110 -2.176 0.1302 -1.7495 -0.1112
O 6.263 -2.172 -1.360 0.3684 0.6147 -0.3690
H 6.576 -4.205 -1.075 -0.0562 0.2357 0.0197
H 5.543 -3.755 -2.452 0.0595 0.0564 0.0274
H 8.579 -3.512 -2.193 -0.0731 0.0391 -0.0140
H 7.626 -4.011 -3.610 0.0331 0.2516 0.0007
C -9.020 -0.884 1.105 -0.8442 -0.4739 -0.4184
C -9.091 0.430 1.821 -0.7727 0.5695 0.0312
O -7.895 0.442 2.588 0.7945 -0.5697 -0.3251
C -7.016 -0.393 1.972 1.1039 0.0537 0.4479
O -5.846 -0.488 2.262 -1.5621 0.1217 -0.4373
O -7.623 -1.107 0.984 0.6442 0.3310 0.5056
H -9.494 -0.850 0.122 0.2453 -0.0745 0.0512
H -9.459 -1.701 1.685 0.0704 0.0651 -0.0222
H -9.080 1.282 1.135 0.0262 -0.0693 0.0248
H -9.967 0.506 2.468 0.2513 0.0398 0.0602
```
Forces are in eV/Å.

- Kohn-Sham gap: 8.52 eV
- Electronic energy: -3884.12355 hartree
- Largest force on an atom: 3.7 eV/Å
- SMILES string: CCOB(O)CO[C@@H]([C@H](CCCCCN)OCCB(O)O)P(C)O.O=C1OCCO1.O=C1OCCO1.O=C1OCCO1.O=C1OCCO1.O=C1OCCO1.O=C1OCCO1.O=C1OCCO1
- Total charge: 0
- HOMO energy: -8.43 eV